# C51H55BrF4HgN3O2P2

C51H55BrF4HgN3O2P2 as an isolated structure at a distorted geometry (wB97M-V/def2-TZVPD, OMol25).

Positions of all 119 atoms, in Å:
1 Hg 0.0350 -0.4847 2.2064
2 O -0.2352 2.4993 3.6614
3 C 0.8265 3.0458 4.0257
4 C 1.0636 4.4541 3.7642
5 C 2.2060 5.1173 4.1431
6 C 3.2304 4.4499 4.8375
7 C 3.0386 3.1085 5.1346
8 C 1.8938 2.3899 4.7723
9 C 1.7900 0.9937 5.2271
10 N 1.1672 -0.0479 4.6985
11 C 1.3491 -1.1077 5.5592
12 C 2.1081 -0.7300 6.6251
13 N 2.3810 0.6061 6.4068
14 H 0.2675 4.9724 3.2373
15 H 2.3179 6.1740 3.9102
16 H 4.1458 4.9583 5.1175
17 H 3.8441 2.5799 5.6461
18 H 0.9044 -2.0721 5.3366
19 H 2.4606 -1.2623 7.4965
20 H 2.9151 1.2049 7.0042
21 F 5.8958 -6.8078 1.7029
22 C 4.9330 -5.9872 1.3508
23 C 4.2928 -6.1625 0.1603
24 F 4.6377 -7.1822 -0.6149
25 C 3.2915 -5.2844 -0.2140
26 F 2.7142 -5.5318 -1.3780
27 C 2.8851 -4.2263 0.5782
28 P 1.6919 -2.8976 0.0651
29 C 0.1214 -3.8049 -0.1433
30 C -1.0101 -3.0132 -0.3553
31 C -2.2710 -3.5879 -0.4357
32 C -2.4160 -4.9618 -0.3010
33 C -1.3004 -5.7550 -0.0742
34 C -0.0394 -5.1751 0.0231
35 C 2.2397 -2.6941 -1.6905
36 C 1.4129 -2.8664 -2.7952
37 C 1.9025 -2.6784 -4.0842
38 C 3.2287 -2.3269 -4.2904
39 C 4.0617 -2.1424 -3.1942
40 C 3.5653 -2.3118 -1.9076
41 C 3.5658 -4.0667 1.7810
42 Br 3.1368 -2.6447 2.9514
43 C 4.5673 -4.9480 2.1613
44 F 5.2181 -4.8102 3.3111
45 H -0.8972 -1.9356 -0.4245
46 H -3.1465 -2.9554 -0.5265
47 H -3.4039 -5.4058 -0.3289
48 H -1.4098 -6.8260 0.0488
49 H 0.8115 -5.8079 0.2439
50 H 0.3816 -3.1666 -2.6443
51 H 1.2442 -2.8204 -4.9332
52 H 3.6090 -2.1878 -5.2955
53 H 5.0973 -1.8558 -3.3414
54 H 4.2172 -2.1531 -1.0521
55 O -1.0558 1.4570 0.0143
56 P -1.2686 1.9537 -1.3673
57 C -2.8793 1.3365 -1.9972
58 C -3.3282 1.7587 -3.4054
59 C -2.8658 0.7998 -4.5089
60 C -3.2476 -0.6440 -4.1855
61 C -2.5990 -1.0742 -2.8709
62 C -3.0553 -0.1753 -1.7198
63 C 0.1079 1.4221 -2.4465
64 C 0.3047 2.1916 -3.7776
65 C 1.4107 3.2446 -3.6691
66 C 2.7735 2.6110 -3.3116
67 C 2.6073 1.2997 -2.5253
68 C 1.4014 1.3759 -1.5938
69 C -1.3301 3.7969 -1.4169
70 C -2.7210 4.3815 -1.0583
71 C -2.8247 4.6245 0.4493
72 C -1.8999 5.7866 0.8391
73 C -0.5686 5.7282 0.0555
74 C -0.2658 4.3008 -0.4014
75 H -3.5180 1.8322 -1.2636
76 H -2.9804 2.7743 -3.6261
77 H -4.4244 1.7936 -3.4205
78 H -1.7771 0.8551 -4.6172
79 H -3.3018 1.1098 -5.4630
80 H -2.9435 -1.3072 -5.0014
81 H -4.3388 -0.7190 -4.0899
82 H -1.5100 -1.0330 -2.9815
83 H -2.8452 -2.1123 -2.6389
84 H -2.5352 -0.4253 -0.7919
85 H -4.1183 -0.3668 -1.5382
86 H -0.1488 0.3863 -2.6781
87 H -0.6262 2.6680 -4.1002
88 H 0.5786 1.4807 -4.5650
89 H 1.1348 3.9718 -2.9016
90 H 1.4825 3.7960 -4.6091
91 H 3.3476 3.3214 -2.7102
92 H 3.3532 2.4250 -4.2221
93 H 3.5151 1.0837 -1.9581
94 H 2.4659 0.4623 -3.2175
95 H 1.4858 2.2540 -0.9507
96 H 1.3588 0.5220 -0.9187
97 H -1.0628 4.1220 -2.4273
98 H -3.5290 3.7380 -1.4026
99 H -2.8482 5.3366 -1.5809
100 H -2.5329 3.7129 0.9814
101 H -3.8543 4.8501 0.7361
102 H -1.7060 5.7567 1.9134
103 H -2.4048 6.7357 0.6284
104 H 0.2525 6.0909 0.6775
105 H -0.6172 6.3842 -0.8226
106 H -0.2499 3.6360 0.4681
107 H 0.7306 4.2585 -0.8422
108 N -0.9883 -2.3268 2.6374
109 C -2.3030 -2.3255 2.8227
110 C -2.9802 -3.5647 3.2043
111 C -4.3515 -3.6599 3.3428
112 C -5.2015 -2.5606 3.1239
113 C -4.5940 -1.3490 2.7626
114 C -3.2232 -1.2184 2.6137
115 H -2.3459 -4.4326 3.3671
116 H -4.7853 -4.6196 3.6263
117 H -6.2774 -2.6457 3.2346
118 H -5.2200 -0.4735 2.5960
119 H -2.7965 -0.2612 2.3369

Results
* multiplicity: 2
* lowest unoccupied orbital energy (alpha / beta): 3.733 / 3.728 eV
* HOMO-LUMO gap (alpha / beta): 3.6 / 3.7 eV
* net charge: -2
* HOMO energy (alpha / beta): 0.2 / 0.0 eV

# C51H55CaN3P2Sb2

C51H55CaN3P2Sb2 as an isolated structure (wB97M-V/def2-TZVPD, OMol25).

Positions of all 114 atoms, in Å:
1 Ca 0.2370 0.4819 -0.4356
2 C -0.3247 2.6157 3.1850
3 C -1.5222 2.8177 2.2574
4 P -2.0086 1.4356 1.1382
5 C -3.4098 2.2471 0.3007
6 C -3.1534 3.0529 -0.8072
7 C -4.1797 3.7504 -1.4272
8 C -5.4751 3.6404 -0.9436
9 C -5.7382 2.8443 0.1635
10 C -4.7114 2.1519 0.7878
11 C -2.7739 0.1736 2.1992
12 C -3.1622 -1.0268 1.6006
13 C -3.7609 -2.0278 2.3464
14 C -3.9656 -1.8471 3.7087
15 C -3.5887 -0.6575 4.3134
16 C -3.0035 0.3536 3.5614
17 C 0.9663 2.1223 2.5168
18 P 1.3059 2.8371 0.8499
19 C 1.5712 4.5971 1.1735
20 C 2.6184 5.0183 1.9933
21 C 2.7773 6.3659 2.2663
22 C 1.8965 7.2957 1.7237
23 C 0.8581 6.8813 0.9044
24 C 0.6956 5.5305 0.6267
25 C 2.9945 2.1959 0.5330
26 C 3.5879 1.1531 1.2449
27 C 4.9116 0.7970 0.9983
28 C 5.6550 1.4927 0.0604
29 C 5.0643 2.5180 -0.6726
30 C 3.7401 2.8516 -0.4553
31 H -0.5785 1.9158 3.9830
32 H -0.1193 3.5718 3.6701
33 H -1.3196 3.6439 1.5678
34 H -2.4047 3.1244 2.8228
35 H -2.1369 3.1659 -1.1753
36 H -3.9695 4.3749 -2.2856
37 H -6.2812 4.1744 -1.4284
38 H -6.7480 2.7614 0.5424
39 H -4.9315 1.5258 1.6438
40 H -2.9994 -1.1803 0.5391
41 H -4.0671 -2.9496 1.8690
42 H -4.4266 -2.6300 4.2958
43 H -3.7575 -0.5103 5.3718
44 H -2.7321 1.2797 4.0508
45 H 0.9361 1.0316 2.4028
46 H 1.8217 2.3299 3.1630
47 H 3.3164 4.2992 2.4073
48 H 3.5900 6.6943 2.9002
49 H 2.0261 8.3478 1.9391
50 H 0.1780 7.6063 0.4781
51 H -0.1113 5.2060 -0.0213
52 H 3.0509 0.6374 2.0311
53 H 5.3680 0.0005 1.5712
54 H 6.6944 1.2398 -0.1024
55 H 5.6433 3.0612 -1.4079
56 H 3.2956 3.6710 -1.0104
57 C 3.9527 -0.0277 -3.0736
58 Sb 2.0302 -0.7863 -2.5916
59 C 2.7177 -2.7072 -1.9491
60 C 1.4592 -1.4073 -4.5768
61 C 1.2578 -0.2882 -5.5593
62 C 2.3948 0.2925 -6.1313
63 C 2.3062 1.3103 -7.0613
64 C 1.0535 1.7601 -7.4588
65 C -0.0786 1.1847 -6.9154
66 C -0.0068 0.1676 -5.9589
67 C -1.2937 -0.3590 -5.4033
68 Sb -2.2756 1.0163 -4.0123
69 C -0.5436 2.2141 -3.4845
70 C -2.0271 -0.3522 -2.3407
71 H 3.8932 0.9601 -3.5235
72 H 4.4162 -0.7264 -3.7685
73 H 4.5411 0.0246 -2.1615
74 H 3.5402 -2.9998 -2.6001
75 H 1.9261 -3.4506 -2.0225
76 H 3.0716 -2.6632 -0.9200
77 H 0.5940 -2.0587 -4.4774
78 H 2.3017 -2.0325 -4.8774
79 H 3.3718 -0.0867 -5.8555
80 H 3.2035 1.7327 -7.4926
81 H 0.9621 2.5407 -8.2019
82 H -1.0566 1.5203 -7.2446
83 H -1.1916 -1.3048 -4.8771
84 H -2.0155 -0.5104 -6.2049
85 H -0.6692 3.2223 -3.8757
86 H 0.3687 1.7902 -3.9045
87 H -0.4518 2.3199 -2.3982
88 H -2.6779 -1.2174 -2.4653
89 H -2.3055 0.1372 -1.4042
90 H -0.9940 -0.7164 -2.3401
91 N -0.4266 -6.5655 2.2374
92 C -0.5258 -7.4681 3.2746
93 C -0.6361 -8.8580 3.3033
94 C -0.7146 -9.4355 4.5500
95 C -0.6855 -8.6666 5.7326
96 C -0.5759 -7.2976 5.6966
97 C -0.4929 -6.6890 4.4388
98 N -0.3737 -5.3547 4.1127
99 C -0.3376 -5.3224 2.8076
100 C -0.2187 -4.0761 2.0602
101 C -0.2882 -3.9931 0.6702
102 C -0.1764 -2.7604 0.0624
103 N -0.0066 -1.6119 0.7323
104 C 0.0447 -1.7023 2.0757
105 C -0.0469 -2.8843 2.7671
106 H -0.4060 -6.7934 1.2598
107 H -0.6598 -9.4549 2.4016
108 H -0.8017 -10.5108 4.6282
109 H -0.7507 -9.1741 6.6851
110 H -0.5519 -6.7019 6.5986
111 H -0.4456 -4.8666 0.0523
112 H -0.2538 -2.6859 -1.0167
113 H 0.1269 -0.7726 2.6245
114 H -0.0103 -2.9084 3.8469

Results
* lowest unoccupied orbital energy: -4.986 eV
* HOMO-LUMO gap: 7.3 eV
* net charge: +2
* HOMO energy: -12.2 eV

# C51H55CoNOPS9Sb

C51H55CoNOPS9Sb as an isolated structure at a distorted geometry (wB97M-V/def2-TZVPD, OMol25).

Positions of all 120 atoms, in Å:
1 Co -0.3916 0.5755 1.0477
2 S -3.3196 -2.0487 3.4221
3 C -3.7281 -0.3600 3.4756
4 C -4.8150 0.2386 4.0868
5 C -4.9996 1.6051 3.9249
6 C -4.1076 2.3375 3.1421
7 C -2.9828 1.7567 2.5896
8 C -2.7592 0.3857 2.7714
9 N -1.7139 -0.3383 2.2691
10 C -1.8528 -1.6554 2.4697
11 C -1.0660 -2.7187 1.9678
12 C -1.5538 -4.0590 2.0822
13 C -0.8986 -5.1377 1.5528
14 C 0.3038 -4.9696 0.8499
15 C 0.8281 -3.6927 0.7483
16 C 0.1980 -2.5850 1.3069
17 H -5.5127 -0.3566 4.6644
18 H -5.8353 2.1014 4.4046
19 H -4.2943 3.3881 2.9648
20 H -2.2814 2.3339 1.9999
21 H -2.5005 -4.2124 2.5845
22 H -1.3188 -6.1302 1.6707
23 H 0.8099 -5.8128 0.3969
24 H 1.7771 -3.5378 0.2466
25 S 2.4261 1.1373 4.1962
26 P 1.5341 2.6636 3.3321
27 S 0.9399 2.5473 1.4069
28 C 2.6954 4.0950 3.3755
29 C 3.3239 4.5514 2.2235
30 C 4.2723 5.5632 2.2967
31 C 4.6026 6.1228 3.5219
32 C 3.9772 5.6693 4.6765
33 C 3.0343 4.6568 4.6039
34 C 0.2175 3.3305 4.4164
35 C -0.2662 2.5806 5.4785
36 C -1.2398 3.1106 6.3136
37 C -1.7330 4.3838 6.0832
38 C -1.2694 5.1258 5.0035
39 C -0.2991 4.5987 4.1677
40 H 3.0480 4.1133 1.2726
41 H 4.7522 5.9187 1.3922
42 H 5.3432 6.9120 3.5803
43 H 4.2282 6.1077 5.6355
44 H 2.5564 4.2901 5.5049
45 H 0.1407 1.5930 5.6592
46 H -1.6218 2.5200 7.1371
47 H -2.4923 4.7992 6.7357
48 H -1.6754 6.1119 4.8089
49 H 0.0721 5.1644 3.3208
50 C 4.6730 1.2484 1.5658
51 S 4.3986 -0.3756 0.7941
52 C 3.7366 -1.2659 2.1550
53 C 2.4407 -1.5827 2.3191
54 S 1.1471 -1.0824 1.2191
55 S 2.0654 -2.5959 3.6952
56 C 3.6917 -2.8131 4.2649
57 S 4.0886 -3.8094 5.5148
58 S 4.8518 -1.8963 3.3557
59 H 5.1412 1.8774 0.8102
60 H 5.3276 1.1360 2.4273
61 H 3.7167 1.6629 1.8719
62 C -6.4390 2.4116 -5.5094
63 C -7.5633 3.2701 -4.9914
64 O -8.4665 3.6686 -5.6866
65 S -7.6087 3.7169 -3.2624
66 C -6.1355 3.0440 -2.5253
67 C -6.1992 1.8559 -1.8041
68 C -5.0517 1.3230 -1.2482
69 C -3.8064 1.9540 -1.4124
70 C -3.7702 3.1683 -2.1221
71 C -4.9193 3.7110 -2.6616
72 C -2.6286 1.3837 -0.8739
73 C -1.6019 0.8912 -0.4106
74 H -6.0825 2.8324 -6.4495
75 H -6.8384 1.4175 -5.7182
76 H -5.6186 2.3207 -4.8078
77 H -7.1531 1.3576 -1.6830
78 H -5.0911 0.4022 -0.6809
79 H -2.8194 3.6728 -2.2343
80 H -4.8853 4.6478 -3.2049
81 C -1.8309 -1.1100 -6.1123
82 C -1.5913 -0.3427 -4.8154
83 C -0.5765 0.7736 -5.0486
84 C -2.9023 0.2898 -4.3574
85 Sb -0.8336 -1.4896 -3.0145
86 C 1.0093 -2.4987 -3.8838
87 C 2.1243 -1.5106 -3.5449
88 C 1.2633 -3.8130 -3.1551
89 C 0.9914 -2.7565 -5.3848
90 C -2.4314 -3.0692 -2.7228
91 C -3.3796 -2.3832 -1.7385
92 C -1.8366 -4.2980 -2.0487
93 C -3.1828 -3.4956 -3.9767
94 H -2.3793 -0.4685 -6.8167
95 H -2.4305 -2.0038 -5.9481
96 H -0.9020 -1.4047 -6.5955
97 H -0.9699 1.4931 -5.7791
98 H 0.3701 0.3898 -5.4367
99 H -0.3768 1.3121 -4.1187
100 H -3.2810 0.9717 -5.1313
101 H -2.7566 0.8632 -3.4420
102 H -3.6722 -0.4619 -4.1666
103 H 2.2017 -1.3591 -2.4656
104 H 1.9456 -0.5347 -4.0032
105 H 3.0884 -1.8877 -3.9103
106 H 1.1522 -3.7046 -2.0743
107 H 2.2870 -4.1562 -3.3575
108 H 0.5769 -4.5893 -3.4948
109 H 0.9847 -1.8220 -5.9466
110 H 0.1280 -3.3549 -5.6827
111 H 1.8980 -3.3067 -5.6760
112 H -2.8408 -2.0627 -0.8428
113 H -4.1726 -3.0759 -1.4300
114 H -3.8460 -1.4971 -2.1774
115 H -1.1491 -4.0278 -1.2461
116 H -1.3096 -4.9366 -2.7594
117 H -2.6391 -4.8941 -1.5961
118 H -3.7028 -2.6573 -4.4432
119 H -3.9423 -4.2466 -3.7169
120 H -2.5111 -3.9475 -4.7111

Results
* multiplicity: 4
* lowest unoccupied orbital energy (alpha / beta): 3.715 / 3.715 eV
* HOMO-LUMO gap (alpha / beta): 4.0 / 5.3 eV
* net charge: -2
* HOMO energy (alpha / beta): -0.3 / -1.6 eV

# C51H55N3O7S2SiW

C51H55N3O7S2SiW as an isolated structure at a distorted geometry (wB97M-V/def2-TZVPD, OMol25).

Positions of all 120 atoms, in Å:
1 W 0.5680 -0.6539 -0.4979
2 C -1.5133 -5.0886 -0.9057
3 O -0.1479 -5.0891 -0.4829
4 C 0.7245 -4.7305 -1.4674
5 C 1.4470 -5.6826 -2.1627
6 C 2.3830 -5.3236 -3.1361
7 C 2.5990 -3.9970 -3.4145
8 C 1.9029 -3.0026 -2.7003
9 C 2.0779 -1.6398 -3.0552
10 N 1.6295 -0.6074 -2.3984
11 N 1.7533 0.5890 -3.0880
12 C 1.1930 1.5160 -2.3935
13 O 0.6406 1.2260 -1.2225
14 C 1.1396 2.9120 -2.8355
15 C 0.1692 3.7615 -2.3083
16 C 0.1064 5.0778 -2.7340
17 C 1.0133 5.5454 -3.6758
18 C 1.9818 4.6980 -4.2001
19 C 2.0471 3.3790 -3.7861
20 C 0.9500 -3.3722 -1.7319
21 O 0.2158 -2.4587 -1.0952
22 H -2.0990 -5.4494 -0.0648
23 H -1.6513 -5.7550 -1.7609
24 H -1.8276 -4.0716 -1.1604
25 H 1.2712 -6.7245 -1.9253
26 H 2.9314 -6.0907 -3.6636
27 H 3.3188 -3.6990 -4.1660
28 H 2.5854 -1.4066 -3.9875
29 H -0.5336 3.3889 -1.5735
30 H -0.6500 5.7392 -2.3331
31 H 0.9668 6.5753 -4.0033
32 H 2.6881 5.0691 -4.9300
33 H 2.7974 2.7099 -4.1856
34 C -0.5840 0.5117 0.8333
35 Si 0.2531 1.7119 2.0246
36 C 1.8772 2.0715 1.1336
37 N 2.5205 0.8012 0.6961
38 C 3.5813 1.0673 -0.3207
39 C 4.7365 1.9223 0.1953
40 C 5.3877 1.3024 1.4257
41 C 4.3316 0.9948 2.4802
42 C 3.1978 0.1701 1.8716
43 C -0.7401 3.2804 2.2036
44 C -1.6443 3.3956 3.2630
45 C -2.4366 4.5243 3.4089
46 C -2.3305 5.5663 2.4990
47 C -1.4279 5.4786 1.4484
48 C -0.6436 4.3445 1.3022
49 C 0.5087 0.9512 3.7134
50 C 0.0505 -0.3139 4.0870
51 C 0.3201 -0.8236 5.3504
52 C 1.0480 -0.0755 6.2631
53 C 1.4953 1.1934 5.9183
54 C 1.2228 1.6985 4.6579
55 H -1.2317 1.1366 0.2159
56 H -1.2006 -0.2013 1.3815
57 H 2.5668 2.6644 1.7321
58 H 1.6600 2.6654 0.2453
59 H 3.1232 1.5696 -1.1682
60 H 3.9571 0.0967 -0.6538
61 H 4.3844 2.9330 0.4144
62 H 5.4593 2.0192 -0.6164
63 H 6.1548 1.9635 1.8286
64 H 5.8906 0.3733 1.1385
65 H 3.9542 1.9085 2.9412
66 H 4.7541 0.4023 3.2936
67 H 2.4511 -0.0716 2.6247
68 H 3.6731 -0.7469 1.5167
69 H -1.7132 2.5981 3.9954
70 H -3.1263 4.6005 4.2396
71 H -2.9399 6.4525 2.6170
72 H -1.3267 6.3022 0.7532
73 H 0.0669 4.3069 0.4826
74 H -0.5207 -0.9192 3.3934
75 H -0.0423 -1.8065 5.6234
76 H 1.2600 -0.4748 7.2463
77 H 2.0500 1.7865 6.6334
78 H 1.5664 2.6986 4.4092
79 O -1.8952 -2.0734 0.5471
80 S -3.0391 -2.7271 1.2678
81 C -4.5302 -2.1133 0.3877
82 C -4.2310 -0.8878 -0.4830
83 C -3.8998 -1.2714 -1.9258
84 C -3.4314 -0.0738 -2.7597
85 S -1.6359 0.1739 -2.8562
86 O -1.1606 -0.5424 -1.5655
87 C -1.1428 -0.9083 -4.1614
88 C -1.2362 -2.2940 -4.0503
89 C -0.8122 -3.0736 -5.1117
90 C -0.3078 -2.4729 -6.2608
91 C -0.2107 -1.0927 -6.3547
92 C -0.6221 -0.2964 -5.2949
93 C -3.2337 -1.8849 2.8338
94 C -3.0768 -2.6578 3.9754
95 C -3.1864 -2.0639 5.2277
96 C -3.4479 -0.7085 5.3284
97 C -3.6016 0.0638 4.1823
98 C -3.4950 -0.5189 2.9321
99 H -5.2962 -1.9205 1.1373
100 H -4.8742 -2.9499 -0.2232
101 H -3.3911 -0.3291 -0.0655
102 H -5.1037 -0.2312 -0.4783
103 H -4.7929 -1.6727 -2.4085
104 H -3.1521 -2.0640 -1.9291
105 H -3.8266 0.8626 -2.3610
106 H -3.7312 -0.1394 -3.8073
107 H -1.6001 -2.7524 -3.1417
108 H -0.8709 -4.1519 -5.0433
109 H 0.0163 -3.0899 -7.0884
110 H 0.1912 -0.6338 -7.2475
111 H -0.5269 0.7815 -5.3432
112 H -2.8782 -3.7190 3.8854
113 H -3.0745 -2.6640 6.1206
114 H -3.5371 -0.2478 6.3033
115 H -3.8152 1.1214 4.2643
116 H -3.6184 0.0898 2.0453
117 O 2.3971 -1.7433 -0.1447
118 C 1.9866 -2.1054 0.9929
119 O 0.8920 -1.5867 1.3499
120 H 2.5291 -2.8059 1.6281

Results
* lowest unoccupied orbital energy: -7.067 eV
* HOMO-LUMO gap: 6.1 eV
* net charge: +2
* HOMO energy: -13.2 eV

ΔE to the lowest compared entry with this formula, charge and spin (kJ/mol)
211.0; 45.4; 108.2; 0.0
E (eV)
-166009.364; -108331.256; -208289.590; -103943.636